one) Molecular formula: C20H21N3O4S
Method: DFT, ωB97M-V/def2-TZVPD

Bonds (Å) are listed after each position.
CARTESIAN COORDINATES (ANGSTROEM)
1 C 6.135 -2.748 1.970  O2 1.408, H29 1.089, H30 1.095, H31 1.095
2 O 5.537 -1.602 1.413  C1 1.408, C3 1.352
3 C 4.313 -1.716 0.850  O2 1.352, C4 1.387, C26 1.418
4 C 3.580 -2.888 0.754  C3 1.387, C5 1.386, H32 1.078
5 C 2.324 -2.900 0.168  C4 1.386, C6 1.387, H33 1.080
6 C 1.782 -1.730 -0.342  C5 1.387, C7 1.478, C25 1.400
7 C 0.458 -1.635 -0.992  C6 1.478, O8 1.219, N9 1.375
8 O 0.190 -0.769 -1.806  C7 1.219
9 N -0.442 -2.596 -0.594  C7 1.375, C10 1.380, H34 1.012
10 C -1.746 -2.822 -0.985  N9 1.380, S11 1.643, N12 1.353
11 S -2.335 -4.355 -0.933  C10 1.643
12 N -2.511 -1.809 -1.450  C10 1.353, N13 1.390, H35 1.015
13 N -2.316 -0.469 -1.134  N12 1.390, C14 1.381, H36 1.017
14 C -2.191 -0.121 0.196  N13 1.381, O15 1.212, C16 1.483
15 O -2.435 -0.907 1.086  C14 1.212
16 C -1.807 1.288 0.451  C14 1.483, C17 1.505, C18 1.521, H37 1.083
17 C -0.772 2.006 -0.372  C16 1.505, C18 1.497, H38 1.080, H39 1.080
18 C -2.209 2.405 -0.500  C16 1.521, C17 1.497, C19 1.480, H40 1.083
19 C -2.713 3.689 0.037  C18 1.480, C20 1.392, C24 1.392
20 C -2.182 4.278 1.181  C19 1.392, C21 1.383, H41 1.080
21 C -2.680 5.479 1.651  C20 1.383, C22 1.384, H42 1.080
22 C -3.716 6.114 0.989  C21 1.384, C23 1.384, H43 1.080
23 C -4.253 5.537 -0.149  C22 1.384, C24 1.383, H44 1.080
24 C -3.756 4.336 -0.619  C19 1.392, C23 1.383, H45 1.081
25 C 2.528 -0.547 -0.275  C6 1.400, C26 1.379, H46 1.078
26 C 3.773 -0.518 0.316  C3 1.418, C25 1.379, O27 1.356
27 O 4.557 0.582 0.439  C26 1.356, C28 1.407
28 C 4.084 1.799 -0.086  O27 1.407, H47 1.089, H48 1.095, H49 1.095
29 H 7.092 -2.414 2.367  C1 1.089
30 H 5.531 -3.162 2.784  C1 1.095
31 H 6.307 -3.521 1.214  C1 1.095
32 H 3.982 -3.813 1.135  C4 1.078
33 H 1.810 -3.847 0.088  C5 1.080
34 H -0.079 -3.352 -0.027  N9 1.012
35 H -3.476 -2.073 -1.621  N12 1.015
36 H -1.715 0.010 -1.801  N13 1.017
37 H -1.841 1.512 1.510  C16 1.083
38 H -0.301 1.477 -1.187  C17 1.080
39 H -0.105 2.675 0.151  C17 1.080
40 H -2.722 2.090 -1.400  C18 1.083
41 H -1.374 3.800 1.716  C20 1.080
42 H -2.256 5.922 2.541  C21 1.080
43 H -4.104 7.051 1.358  C22 1.080
44 H -5.063 6.023 -0.672  C23 1.080
45 H -4.181 3.891 -1.508  C24 1.081
46 H 2.090 0.343 -0.697  C25 1.078
47 H 4.869 2.527 0.111  C28 1.089
48 H 3.913 1.733 -1.165  C28 1.095
49 H 3.161 2.118 0.409  C28 1.095

Values from the calculation:
SMILES = COc1ccc(C(=O)NC(=S)NNC(=O)[C@H]2C[C@@H]2c2ccccc2)cc1OC
E_LUMO = 0.14 eV
highest occupied orbital energy = -8.498 eV

natural (NBO) atomic charge list, values in e, 4 entries: atom 1 (C): -0.253, atom 2 (O): -0.472, atom 3 (C): 0.276, atom 4 (C): -0.296

two) Molecular formula: C20H21N3O4S
Method: DFT, ωB97M-V/def2-TZVPD

Bonds (Å) are listed after each position.
CARTESIAN COORDINATES (ANGSTROEM)
1 C 2.895 -0.193 0.960  O2 1.409, H29 1.094, H30 1.094, H31 1.089
2 O 1.794 -0.548 0.157  C1 1.409, C3 1.347
3 C 1.597 0.084 -1.016  O2 1.347, C4 1.393, C10 1.416
4 C 2.380 1.160 -1.428  C3 1.393, C5 1.378, H32 1.077
5 C 2.141 1.765 -2.643  C4 1.378, C6 1.381, H33 1.079
6 C 1.135 1.311 -3.473  C5 1.381, C7 1.390, H34 1.077
7 C 0.331 0.247 -3.081  C6 1.390, O8 1.362, C10 1.412
8 O -0.652 -0.242 -3.886  C7 1.362, C9 1.411
9 C -0.840 0.284 -5.182  O8 1.411, H35 1.093, H36 1.094, H37 1.089
10 C 0.534 -0.377 -1.831  C3 1.416, C7 1.412, C11 1.488
11 C -0.275 -1.520 -1.326  C10 1.488, O12 1.217, N13 1.378
12 O 0.132 -2.308 -0.494  C11 1.217
13 N -1.545 -1.620 -1.853  C11 1.378, C14 1.379, H38 1.015
14 C -2.490 -2.600 -1.639  N13 1.379, S15 1.642, N16 1.353
15 S -3.458 -3.065 -2.883  C14 1.642
16 N -2.589 -3.196 -0.428  C14 1.353, N17 1.391, H39 1.015
17 N -2.173 -2.593 0.754  N16 1.391, C18 1.380, H40 1.018
18 C -2.707 -1.360 1.067  N17 1.380, O19 1.212, C20 1.482
19 O -3.669 -0.917 0.476  C18 1.212
20 C -2.053 -0.641 2.185  C18 1.482, C21 1.509, C22 1.515, H41 1.084
21 C -1.345 -1.334 3.323  C20 1.509, C22 1.489, H42 1.080, H43 1.079
22 C -0.544 -0.591 2.311  C20 1.515, C21 1.489, C23 1.487, H44 1.085
23 C 0.104 0.714 2.606  C22 1.487, C24 1.388, C28 1.391
24 C 0.793 0.935 3.791  C23 1.388, C25 1.384, H45 1.080
25 C 1.429 2.144 4.016  C24 1.384, C26 1.384, H46 1.080
26 C 1.385 3.142 3.058  C25 1.384, C27 1.386, H47 1.080
27 C 0.698 2.930 1.874  C26 1.386, C28 1.383, H48 1.080
28 C 0.059 1.724 1.650  C23 1.391, C27 1.383, H49 1.081
29 H 3.839 -0.319 0.422  C1 1.094
30 H 2.812 0.833 1.332  C1 1.094
31 H 2.869 -0.879 1.805  C1 1.089
32 H 3.175 1.527 -0.803  C4 1.077
33 H 2.752 2.598 -2.955  C5 1.079
34 H 0.980 1.792 -4.424  C6 1.077
35 H 0.062 0.179 -5.791  C9 1.093
36 H -1.146 1.333 -5.148  C9 1.094
37 H -1.641 -0.312 -5.616  C9 1.089
38 H -1.720 -1.091 -2.702  N13 1.015
39 H -3.378 -3.827 -0.340  N16 1.015
40 H -1.187 -2.760 0.948  N17 1.018
41 H -2.586 0.271 2.427  C20 1.084
42 H -1.473 -0.897 4.303  C21 1.080
43 H -1.314 -2.413 3.326  C21 1.079
44 H 0.021 -1.173 1.591  C22 1.085
45 H 0.838 0.153 4.535  C24 1.080
46 H 1.962 2.306 4.942  C25 1.080
47 H 1.884 4.084 3.234  C26 1.080
48 H 0.660 3.706 1.123  C27 1.080
49 H -0.478 1.555 0.728  C28 1.081

Values from the calculation:
SMILES = COc1cccc(OC)c1C(=O)NC(=S)NNC(=O)[C@H]1C[C@@H]1c1ccccc1
E_LUMO = 0.14 eV
highest occupied orbital energy = -8.262 eV

natural (NBO) atomic charge list, values in e, 4 entries: atom 1 (C): -0.256, atom 2 (O): -0.482, atom 3 (C): 0.397, atom 4 (C): -0.344

Least stable structure: one)

one) Molecular formula: C3H6NO2
Method: DFT, ωB97M-V/def2-TZVPD

Bonds (Å) are listed after each position.
CARTESIAN COORDINATES (ANGSTROEM)
1 C -0.585 0.582 -0.059  C2 1.450, C3 1.492
2 C 0.596 0.935 -0.822  C1 1.450, H7 1.145, H8 1.044, H9 1.106
3 C -1.204 -0.708 -0.480  C1 1.492, H10 1.013, H11 1.140, H12 1.207
4 N 0.813 -0.302 1.731  O5 1.251, O6 1.236
5 O 0.471 -1.135 2.600  N4 1.251
6 O 1.797 0.430 1.883  N4 1.236
7 H 0.520 1.997 -1.243  C2 1.145
8 H 1.402 0.831 -0.167  C2 1.044
9 H 0.766 0.481 -1.816  C2 1.106
10 H -0.746 -1.400 -1.061  C3 1.013
11 H -2.157 -0.454 -1.053  C3 1.140
12 H -1.673 -1.258 0.487  C3 1.207

Values from the calculation:
net charge = -1
E_LUMO (alpha / beta) = 4.44 / 4.44 eV
highest occupied orbital energy (alpha / beta) = -3.143 / -3.144 eV

natural (NBO) atomic charge list, values in e, 4 entries: atom 1 (C): 0.056, atom 2 (C): -0.786, atom 3 (C): -0.745, atom 4 (N): 0.331

two) Molecular formula: C3H6NO2
Method: DFT, ωB97M-V/def2-TZVPD

Bonds (Å) are listed after each position.
CARTESIAN COORDINATES (ANGSTROEM)
1 O 2.747 0.336 -0.393  C2 1.226
2 C 1.577 -0.001 -0.539  O1 1.226, N3 1.349, H7 1.102
3 N 0.808 -0.569 0.412  C2 1.349, C4 1.470, H8 1.011
4 C -0.629 -0.758 0.166  N3 1.470, C5 1.552, H9 1.088, H10 1.085
5 C -1.463 0.543 0.034  C4 1.552, O6 1.337, H11 1.125, H12 1.130
6 O -2.742 0.394 0.396  C5 1.337
7 H 1.110 0.098 -1.532  C2 1.102
8 H 1.178 -0.338 1.325  N3 1.011
9 H -1.108 -1.446 0.861  C4 1.088
10 H -0.646 -1.285 -0.783  C4 1.085
11 H -1.344 0.891 -1.029  C5 1.125
12 H -0.904 1.315 0.639  C5 1.130

Values from the calculation:
SMILES = O=CNCC[O-]
net charge = -1
E_LUMO = 4.01 eV
highest occupied orbital energy = -2.565 eV

natural (NBO) atomic charge list, values in e, 4 entries: atom 1 (O): -0.672, atom 2 (C): 0.524, atom 3 (N): -0.610, atom 4 (C): -0.261

three) Molecular formula: C3H6NO2
Method: DFT, ωB97M-V/def2-TZVPD

Bonds (Å) are listed after each position.
CARTESIAN COORDINATES (ANGSTROEM)
1 C -1.902 -1.261 1.849  C2 1.343, H4 1.083, H5 1.078
2 C -0.681 -1.155 1.300  C1 1.343, N3 1.381, H6 1.087
3 N -0.237 -0.349 0.270  C2 1.381, H7 0.998, H8 1.006
4 H -2.748 -0.667 1.525  C1 1.083
5 H -2.056 -1.942 2.670  C1 1.078
6 H 0.205 -1.531 1.807  C2 1.087
7 H -0.666 0.524 0.046  N3 0.998
8 H 0.754 -0.178 0.309  N3 1.006
9 O 1.570 1.380 -1.229  C10 1.243
10 C 1.833 1.626 -2.418  O9 1.243, O11 1.254, H12 1.111
11 O 1.059 1.670 -3.404  C10 1.254
12 H 2.869 1.883 -2.725  C10 1.111

Values from the calculation:
net charge = -1
E_LUMO = 3.81 eV
highest occupied orbital energy = -4.026 eV

natural (NBO) atomic charge list, values in e, 4 entries: atom 1 (C): -0.590, atom 2 (C): 0.036, atom 3 (N): -0.794, atom 4 (H): 0.186

Least stable structure: one)

one) Molecular formula: C3H7NO2
Method: DFT, ωB97M-V/def2-TZVPD

Bonds (Å) are listed after each position.
CARTESIAN COORDINATES (ANGSTROEM)
1 N -1.789 -0.661 0.220  C2 1.485, H7 1.141, H8 0.975
2 C -0.414 -0.679 -0.339  N1 1.485, C3 1.596, C5 1.655, H9 1.081
3 C 0.262 0.766 -0.322  C2 1.596, O4 1.302, C5 1.355, H10 1.175
4 O -0.335 1.868 0.033  C3 1.302, H11 0.916
5 C 0.945 -0.130 0.430  C2 1.655, C3 1.355, O6 1.467, H12 1.075
6 O 2.253 -0.542 -0.089  C5 1.467, H13 1.117
7 H -2.426 -0.716 -0.725  N1 1.141
8 H -1.959 -1.413 0.817  N1 0.975
9 H -0.299 -1.310 -1.209  C2 1.081
10 H 0.953 1.077 -1.219  C3 1.175
11 H -1.031 1.448 0.454  O4 0.916
12 H 0.939 0.118 1.476  C5 1.075
13 H 2.902 0.173 0.474  O6 1.117

Values from the calculation:
SMILES = NC1[C@@H](O)[C@@H]1O
E_LUMO = 0.81 eV
highest occupied orbital energy = -9.148 eV

natural (NBO) atomic charge list, values in e, 4 entries: atom 1 (N): -0.863, atom 2 (C): -0.143, atom 3 (C): 0.055, atom 4 (O): -0.662

two) Molecular formula: C3H7NO2
Method: DFT, ωB97M-V/def2-TZVPD

Bonds (Å) are listed after each position.
CARTESIAN COORDINATES (ANGSTROEM)
1 C 0.779 0.302 0.255  C2 1.494, O4 1.315, O5 1.262
2 C 1.322 -1.085 0.133  C1 1.494, H9 1.091, H10 1.093, H11 1.086
3 C -2.491 0.442 -0.682  N6 1.244, H12 1.108, H13 1.104
4 O 0.696 0.853 1.446  C1 1.315, H7 0.968
5 O 0.247 0.906 -0.717  C1 1.262
6 N -1.599 -0.190 -0.088  C3 1.244
7 H 1.047 0.266 2.132  O4 0.968
8 H 1.615 1.320 -0.839  no bonds
9 H 2.091 -1.305 0.875  C2 1.091
10 H 0.458 -1.739 0.277  C2 1.093
11 H 1.709 -1.236 -0.870  C2 1.086
12 H -3.551 0.125 -0.621  C3 1.108
13 H -2.324 1.341 -1.300  C3 1.104

Values from the calculation:
E_LUMO (alpha / beta) = 0.25 / 0.45 eV
highest occupied orbital energy (alpha / beta) = -6.325 / -8.693 eV

natural (NBO) atomic charge list, values in e, 4 entries: atom 1 (C): 0.871, atom 2 (C): -0.744, atom 3 (C): -0.171, atom 4 (O): -0.627

three) Molecular formula: C3H7NO2
Method: DFT, ωB97M-V/def2-TZVPD

Bonds (Å) are listed after each position.
CARTESIAN COORDINATES (ANGSTROEM)
1 C -2.291 -0.188 -0.177  N2 1.435, H7 1.096, H8 1.091, H9 1.093
2 N -1.033 0.484 -0.012  C1 1.435, C3 1.353, H10 1.005
3 C 0.142 -0.186 -0.017  N2 1.353, O4 1.215, O5 1.350
4 O 0.287 -1.390 -0.092  C3 1.215
5 O 1.148 0.713 0.014  C3 1.350, C6 1.417
6 C 2.427 0.162 -0.249  O5 1.417, H11 1.092, H12 1.089, H13 1.094
7 H -2.963 0.461 -0.751  C1 1.096
8 H -2.674 -0.423 0.817  C1 1.091
9 H -2.140 -1.104 -0.753  C1 1.093
10 H -1.030 1.440 0.297  N2 1.005
11 H 2.746 -0.484 0.571  C6 1.092
12 H 3.088 1.022 -0.351  C6 1.089
13 H 2.408 -0.419 -1.175  C6 1.094

Values from the calculation:
SMILES = CNC(=O)OC
E_LUMO = 0.88 eV
highest occupied orbital energy = -9.681 eV

natural (NBO) atomic charge list, values in e, 4 entries: atom 1 (C): -0.413, atom 2 (N): -0.629, atom 3 (C): 0.877, atom 4 (O): -0.652

Least stable structure: two)